(1)
DFT (wB97M-V/def2-TZVPD) results for a 10-piece molecular cluster, C75H169N9O overall.

Element x y z (Å)
O1 -17.1225 18.9583 -23.9070
N1 -13.9658 18.8907 -29.3280
N2 -24.8121 20.7389 -23.5395
N3 -16.4830 14.6231 -24.8076
N4 -13.2745 18.8216 -22.0030
N5 -18.9275 25.0641 -21.7620
N6 -20.5462 17.3477 -30.1136
N7 -17.7681 26.5712 -28.8506
N8 -12.1656 25.2067 -25.2169
N9 -20.5072 17.8456 -19.0423
C1 -15.0123 22.4978 -25.2746
C2 -16.1241 15.5937 -25.9608
C3 -13.5001 24.5993 -25.7054
C4 -25.4770 20.1102 -24.8229
C5 -13.8456 19.3009 -27.8357
C6 -17.9092 24.6344 -22.9197
C7 -20.8848 28.4456 -21.2127
C8 -19.0596 17.0712 -29.6755
C9 -20.1275 16.5081 -18.3656
C10 -25.4946 18.2414 -20.5848
C11 -25.1412 18.6160 -21.9754
C12 -19.3008 18.3372 -19.8289
C13 -18.0053 25.3963 -27.8838
C14 -15.5974 17.1680 -29.1012
C15 -25.3577 20.1177 -22.2435
C16 -12.2062 26.1131 -23.9543
C17 -19.0558 16.6767 -17.2690
C18 -18.3518 26.3911 -30.3190
C19 -19.9285 27.7411 -29.1736
C20 -17.2646 24.0790 -28.2704
C21 -21.7978 16.9455 -28.0281
C22 -24.9737 22.2730 -23.6393
C23 -21.5216 16.3575 -29.4632
C24 -10.8828 25.8242 -23.2174
C25 -20.8834 17.8303 -21.4774
C26 -11.9434 19.5727 -21.7049
C27 -17.8989 15.4721 -22.9610
C28 -20.8898 16.1314 -33.8663
C29 -17.6356 19.1452 -26.3693
C30 -18.5933 27.7379 -28.3326
C31 -16.2775 26.9315 -28.9872
C32 -19.7184 18.7700 -21.1597
C33 -19.4526 19.3024 -24.7524
C34 -15.4662 12.5135 -26.1195
C35 -19.9666 24.0137 -22.1000
C36 -12.6383 19.9007 -24.0316
C37 -15.3911 18.5792 -29.6041
C38 -21.0173 18.9791 -18.0288
C39 -23.2729 20.6107 -23.5005
C40 -11.6691 26.0526 -26.3905
C41 -15.3611 13.5269 -24.9201
C42 -13.8954 19.4636 -23.3198
C43 -11.0782 24.0806 -24.9021
C44 -13.3997 20.1354 -30.1290
C45 -14.0958 22.3834 -31.1818
C46 -10.7238 24.3349 -23.4363
C47 -20.2330 27.0579 -20.8857
C48 -17.8676 13.9287 -24.7486
C49 -13.2582 17.6314 -29.7073
C50 -18.2623 24.9207 -20.3768
C51 -14.7712 20.3179 -20.4118
C52 -19.1440 22.6813 -22.2035
C53 -22.6538 21.8333 -24.2192
C54 -11.8116 20.6314 -22.8854
C55 -21.0930 18.6906 -29.5943
C56 -14.2823 12.2374 -26.9220
C57 -19.8554 26.5665 -30.1235
C58 -14.3177 18.8950 -20.8760
C59 -13.0484 17.3043 -22.2632
C60 -20.4381 16.0611 -32.3552
C61 -21.5392 17.5683 -20.1831
C62 -14.2471 16.5176 -29.3126
C63 -18.6155 15.3776 -16.6230
C64 -18.7655 14.9869 -24.0830
C65 -20.6523 17.4145 -31.6485
C66 -19.3261 26.5876 -22.0390
C67 -16.2668 20.4208 -20.3275
C68 -21.7121 18.4176 -28.2403
C69 -17.9882 23.1141 -23.1157
C70 -17.8995 19.5355 -24.9247
C71 -23.7586 22.7400 -24.5592
C72 -14.3918 21.3972 -29.9899
C73 -14.1533 23.6991 -24.6286
C74 -17.8233 22.7773 -27.5646
C75 -16.4469 15.3812 -23.4424
H1 -21.9566 18.7239 -17.5383
H2 -13.0097 16.7502 -21.3253
H3 -15.5222 11.5225 -25.6691
H4 -16.3293 12.5085 -26.7853
H5 -15.8586 26.2382 -29.7166
H6 -19.9211 18.1446 -31.9955
H7 -16.8878 16.3714 -25.9506
H8 -17.9206 25.4968 -30.7690
H9 -12.2288 21.5969 -22.5993
H10 -25.1521 17.2312 -20.3606
H11 -13.2668 24.0680 -26.6282
H12 -19.6376 14.5589 -23.5886
H13 -18.2038 17.0981 -17.8024
H14 -18.2039 19.7402 -27.0842
H15 -18.2758 22.7595 -24.1055
H16 -21.8838 16.5343 -20.1973
H17 -22.0307 22.3202 -23.4690
H18 -20.2519 19.3824 -29.6395
H19 -24.0956 22.5436 -25.5770
H20 -15.0970 15.9432 -25.8555
H21 -16.2326 24.2183 -27.9483
H22 -14.1472 18.4705 -27.1972
H23 -14.1920 13.0313 -27.6634
H24 -15.2150 18.3966 -21.2428
H25 -16.2493 15.0383 -26.8903
H26 -19.7509 15.9306 -19.2099
H27 -10.0112 26.1881 -23.7614
H28 -26.4202 20.3555 -22.1916
H29 -15.7050 26.9462 -28.0597
H30 -12.0308 20.1088 -20.7599
H31 -19.0346 16.9984 -28.5882
H32 -17.8150 18.1095 -26.6579
H33 -20.0769 28.6526 -29.7527
H34 -10.2954 24.0873 -25.6605
H35 -20.5025 24.3212 -22.9979
H36 -16.9039 25.0113 -22.7315
H37 -10.7865 20.8014 -23.2144
H38 -20.7952 15.1293 -34.2846
H39 -19.0878 25.2722 -27.8524
H40 -21.9115 19.0797 -30.2000
H41 -13.0561 22.6873 -31.0602
H42 -23.6262 23.8105 -24.4022
H43 -22.7818 16.7027 -27.6269
H44 -11.4443 25.5034 -27.3048
H45 -22.9402 20.5203 -22.4664
H46 -17.9493 27.2574 -30.8440
H47 -19.9377 19.7789 -23.9006
H48 -25.9677 22.5107 -24.0181
H49 -20.0337 19.8086 -21.2605
H50 -18.1134 28.6637 -28.6498
H51 -12.3462 26.9017 -26.4842
H52 -14.3960 15.8435 -30.1562
H53 -16.5839 19.7690 -19.5135
H54 -13.4809 23.4429 -23.8099
H55 -15.7450 22.8695 -25.9909
H56 -20.1967 26.5979 -31.1582
H57 -11.5167 23.0955 -25.0614
H58 -21.9469 16.3959 -33.8952
H59 -15.4020 21.7703 -24.5625
H60 -14.2963 20.3348 -19.4308
H61 -20.2349 25.6439 -29.6843
H62 -18.9546 18.5748 -21.9124
H63 -20.7485 27.7657 -28.4559
H64 -12.2333 18.9969 -24.4869
H65 -19.4478 17.3622 -16.5177
H66 -13.0928 25.8484 -23.3783
H67 -16.6282 19.4483 -26.6546
H68 -17.8100 14.8379 -17.1210
H69 -21.9347 21.5953 -25.0030
H70 -19.7584 27.2437 -19.9222
H71 -16.6711 21.3874 -20.0269
H72 -18.5045 17.9501 -30.0035
H73 -16.1938 27.8198 -29.6134
H74 -15.8374 14.7890 -22.7598
H75 -12.8088 19.6100 -27.7031
H76 -19.6861 26.5380 -23.0666
H77 -17.9056 22.9242 -26.4877
H78 -17.6829 25.7471 -26.9034
H79 -13.0061 17.7161 -30.7643
H80 -14.2878 21.8997 -25.8273
H81 -17.4065 25.5913 -20.2993
H82 -20.9181 15.2243 -31.8478
H83 -18.1219 25.1677 -23.8462
H84 -10.8383 26.1800 -22.1880
H85 -19.6814 18.2432 -24.8708
H86 -21.0836 19.8393 -18.6951
H87 -20.6773 24.0594 -21.2748
H88 -13.3796 12.1232 -26.3218
H89 -18.0685 16.4927 -22.6180
H90 -21.6440 17.8015 -31.8824
H91 -18.7508 19.0810 -19.2525
H92 -19.9914 19.6554 -25.6318
H93 -14.6997 23.2906 -31.2003
H94 -18.6721 17.4628 -19.9968
H95 -26.5652 18.3791 -20.4334
H96 -12.3237 27.1312 -24.3255
H97 -17.0561 23.8308 -29.3111
H98 -14.1062 21.8875 -29.0593
H99 -21.4714 28.7315 -20.3397
H100 -17.7933 20.6202 -24.9402
H101 -18.6010 27.8327 -27.2468
H102 -20.2645 16.8084 -34.4482
H103 -13.4124 19.8679 -31.1856
H104 -18.9952 25.0450 -19.5796
H105 -12.0630 17.2563 -22.7266
H106 -22.9823 19.7956 -24.1633
H107 -14.2274 21.8952 -32.1474
H108 -17.0497 22.0217 -27.7010
H109 -14.4295 18.6651 -23.8349
H110 -17.8016 12.9158 -24.3515
H111 -18.6833 22.2800 -21.3008
H112 -18.7745 16.1653 -30.2104
H113 -15.4766 12.9910 -23.9779
H114 -17.9835 14.9593 -22.0029
H115 -19.1361 15.6883 -24.8306
H116 -10.7038 26.3918 -26.0148
H117 -24.1108 18.3314 -22.1885
H118 -22.6673 18.9401 -28.1874
H119 -14.8772 24.3041 -24.0828
H120 -12.7732 20.5239 -24.9157
H121 -12.3080 17.6200 -29.1734
H122 -19.7107 21.8527 -22.6281
H123 -14.4294 14.0924 -24.9117
H124 -24.9629 20.5306 -25.6872
H125 -21.0923 26.4009 -20.7511
H126 -12.3749 20.2834 -29.7886
H127 -21.0379 15.9970 -18.0526
H128 -17.9983 13.8091 -25.8241
H129 -14.2498 21.0648 -21.0105
H130 -26.5073 20.4566 -24.9049
H131 -19.3981 15.7434 -32.2798
H132 -25.3711 19.0310 -24.7125
H133 -19.3817 14.6028 -16.6508
H134 -11.3964 23.7721 -22.7889
H135 -25.7681 18.0025 -22.6225
H136 -24.8481 20.6356 -21.4310
H137 -13.9573 18.3028 -20.0349
H138 -21.1051 15.3520 -29.4028
H139 -22.4066 16.1666 -30.0702
H140 -14.4863 20.3295 -23.0213
H141 -21.1588 16.5170 -27.2560
H142 -9.7129 23.9279 -23.4154
H143 -24.8623 18.7517 -19.8582
H144 -15.5275 18.7287 -30.6752
H145 -21.1251 18.7967 -27.4038
H146 -20.1676 19.0897 -17.3551
H147 -21.5558 28.5520 -22.0651
H148 -16.3350 16.7904 -29.8092
H149 -18.4486 15.4166 -15.5466
H150 -18.3475 27.0599 -22.1255
H151 -15.4687 21.2313 -30.0180
H152 -24.9502 22.6732 -22.6257
H153 -21.5002 18.2342 -22.2802
H154 -15.9898 17.0947 -28.0869
H155 -14.3639 11.2830 -27.4420
H156 -17.0552 22.6208 -22.8429
H157 -14.2237 25.3541 -26.0132
H158 -16.7340 20.1836 -21.2833
H159 -13.7564 16.8400 -22.9497
H160 -17.8007 23.9359 -20.3042
H161 -16.0072 19.3560 -29.1511
H162 -11.0445 18.9570 -21.6736
H163 -20.1665 29.2345 -21.4359
H164 -15.9884 16.3607 -23.5777
H165 -20.4964 16.9234 -21.9420
H166 -18.6758 22.3829 -28.1176
H167 -14.0073 15.8645 -28.4735
H168 -22.3970 18.2238 -20.0328
H169 -14.4982 20.1689 -27.7426

The net charge is +8. Its energy above the lowest of the compared OMol25 structures with the same formula, charge and spin is 265.8 kcal per mole. Its spin multiplicity is 1. The calculation puts the HOMO energy at -21.36 eV. As for the gap between HOMO and LUMO: 7.43 eV.

---

(2)
DFT (wB97M-V/def2-TZVPD) results for a 11-piece molecular cluster, C75H64BrF10NO3P2S overall.

Element x y z (Å)
Br1 -4.6196 1.1255 3.0944
S1 -1.1572 -2.8265 4.6690
P1 -8.0020 -2.1927 3.2056
P2 -7.1321 -0.6952 4.5156
F1 0.6422 1.4102 -1.9617
F2 2.0798 4.3352 6.8527
F3 -1.8018 1.8869 -10.1310
F4 3.2321 -1.5000 -8.1996
F5 2.9848 -3.3540 -0.8092
F6 0.4001 6.5496 -0.2001
F7 4.9557 -1.0581 3.4060
F8 1.0446 -5.9975 5.5371
F9 -4.8080 4.5694 1.0342
F10 7.8511 -2.8590 -5.5766
O1 -8.1389 -3.4927 4.1486
O2 -6.9372 -2.6460 2.0732
O3 -9.2628 -1.7582 2.6174
N1 -1.9124 -0.3196 3.4576
C1 4.0690 -1.0748 6.9055
C2 0.8738 -7.3303 5.6464
C3 0.7968 -7.8955 6.9031
C4 -1.1234 2.9352 -10.6461
C5 5.0242 -0.1973 -2.4692
C6 0.5510 -4.5816 2.7412
C7 4.2566 -1.2674 4.5371
C8 0.7809 -8.0886 4.4967
C9 4.6997 -3.7746 -7.0855
C10 0.6087 -9.4603 4.6125
C11 0.2575 5.0714 -11.6906
C12 -0.6895 3.9967 -4.1101
C13 -2.8211 -2.2357 4.6683
C14 0.9447 6.3373 1.0193
C15 -6.7378 3.2793 1.4041
C16 -8.1933 5.6211 1.7328
C17 -0.0877 0.8831 -7.8272
C18 0.4043 2.6247 -2.5020
C19 -8.8244 4.3891 1.8456
C20 -1.8221 1.6130 1.1563
C21 1.0295 3.7198 -1.9471
C22 2.0440 5.8995 3.5034
C23 5.7721 -3.0051 -6.6641
C24 0.9008 5.0658 1.5572
C25 -6.1295 4.5132 1.3005
C26 3.6636 -2.3256 -1.3702
C27 -1.1634 0.5771 0.6416
C28 1.0102 2.2461 6.9901
C29 -0.0250 -1.5611 0.5010
C30 2.3070 -2.0973 5.6281
C31 -8.0954 3.2187 1.6838
C32 -6.8337 5.6890 1.4629
C33 -4.3336 -0.5245 3.9660
C34 0.0257 0.0211 -8.9105
C35 -0.8006 -0.6992 1.2786
C36 -0.0350 4.1034 5.8521
C37 -5.3737 -1.2476 4.5587
C38 3.8831 0.0195 -1.7103
C39 3.1960 -1.0475 -1.1616
C40 -1.1249 -1.1410 2.5643
C41 5.7363 -5.7339 -6.1477
C42 0.7918 4.9740 -2.4851
C43 2.1351 -0.7149 -8.0805
C44 2.0412 0.1308 -6.9949
C45 0.6621 3.7752 -11.9790
C46 2.8270 -1.6929 6.8505
C47 1.5224 7.3955 1.6906
C48 -0.8439 5.2894 -10.8743
C49 -3.8380 -2.9507 5.2759
C50 2.0721 7.1706 2.9450
C51 -3.0280 -1.0190 4.0196
C52 -5.1268 -2.4442 5.2255
C53 -0.0666 5.1147 -3.5674
C54 -0.0892 1.4531 6.6942
C55 1.0160 3.5597 6.5651
C56 0.9198 0.9387 -6.8733
C57 5.4754 -1.4961 -2.6749
C58 -0.0284 2.6944 -11.4507
C59 0.5234 -10.0499 5.8665
C60 1.1491 -0.7843 -9.0431
C61 0.1094 -3.2411 2.2275
C62 0.4242 -2.7910 0.9516
C63 -0.6679 -2.3866 3.0164
C64 -1.5460 4.2145 -10.3487
C65 6.8110 -3.6138 -5.9915
C66 4.7953 -0.8625 5.7423
C67 -0.4541 2.7361 -3.5770
C68 -1.1261 3.3013 5.5522
C69 4.7961 -2.5738 -2.1187
C70 6.8138 -4.9677 -5.7233
C71 0.6155 -9.2668 7.0091
C72 1.4603 4.8487 2.8083
C73 4.6808 -5.1401 -6.8280
C74 3.0218 -1.8804 4.4586
C75 -1.1542 1.9791 5.9750
H1 -6.0912 -2.8407 2.5041
H2 2.2637 -1.8601 7.7596
H3 -1.9543 3.7081 4.9871
H4 -0.9615 1.5120 -7.7276
H5 -8.5838 2.2569 1.7744
H6 5.8030 -1.9390 -6.8488
H7 2.8347 0.1529 -6.2590
H8 -0.7557 -0.0289 -9.6499
H9 1.4385 3.8571 3.2409
H10 -9.8836 4.3404 2.0595
H11 1.3416 -2.5814 5.5846
H12 -7.2064 0.4868 3.7665
H13 -0.8069 0.6868 -0.3734
H14 -2.4114 4.3615 -9.7160
H15 -3.5831 -3.8755 5.7712
H16 0.5409 -10.0696 3.7213
H17 -2.0084 1.3554 5.7397
H18 0.5459 -9.7242 7.9869
H19 -0.9249 1.8514 -3.9861
H20 0.3857 -11.1194 5.9525
H21 -1.1582 6.2988 -10.6458
H22 1.5397 8.3767 1.2352
H23 5.7679 -0.3895 5.7638
H24 5.1375 -3.5904 -2.2626
H25 -6.1545 2.3796 1.2659
H26 1.5182 3.6036 -12.6174
H27 1.2630 -1.4583 -9.8822
H28 0.2758 1.6769 -11.6562
H29 3.8413 -5.7396 -7.1543
H30 -0.1205 -4.9241 3.5230
H31 2.6298 -2.1796 3.4939
H32 -1.2876 -0.0909 4.2330
H33 3.8831 -3.3054 -7.6103
H34 0.8004 5.9121 -12.1013
H35 7.6460 -5.4097 -5.1915
H36 2.3068 -0.8913 -0.5707
H37 1.8553 1.8547 7.5409
H38 -1.3643 4.1055 -4.9487
H39 -2.2415 2.3478 0.4807
H40 -5.9176 -3.0129 5.6922
H41 0.4313 4.2627 1.0042
H42 3.5227 1.0251 -1.5385
H43 0.8432 -7.6079 3.5292
H44 0.8789 -7.2681 7.7806
H45 -7.4433 -4.1259 3.9365
H46 2.4757 5.7270 4.4805
H47 5.5567 0.6389 -2.9026
H48 4.4749 -0.7560 7.8564
H49 0.4911 -5.3298 1.9537
H50 0.8337 1.6131 -6.0309
H51 1.0235 -3.4351 0.3292
H52 5.7197 -6.7955 -5.9401
H53 -6.3221 6.6385 1.3790
H54 0.2523 -1.2616 -0.4991
H55 1.2798 5.8343 -2.0654
H56 1.5445 -4.5458 3.1858
H57 -0.2539 6.0952 -3.9843
H58 6.3591 -1.6695 -3.2753
H59 -8.7610 6.5337 1.8551
H60 -0.1119 0.4223 7.0244
H61 1.6896 3.5881 -1.0994
H62 2.5223 7.9911 3.4873
H63 -1.9509 1.7801 2.2085
H64 0.0063 5.1383 5.5386

Its spin multiplicity is 1. The calculation puts the HOMO energy at -8.38 eV. As for the gap between HOMO and LUMO: 8.38 eV.

---

The lowest gap between HOMO and LUMO belongs to which entry? C75H169N9O

---

Which of these has the highest HOMO? C75H64BrF10NO3P2S